(1)
# C3H5IO3

A 3-piece molecular cluster, C3H5IO3 overall in a non-equilibrium geometry (ωB97M-V/def2-TZVPD, OMol25).

As for the HOMO-LUMO gap: 9.95 eV. As for the spin multiplicity: 1. The LUMO energy is 0.55 eV. As for the charge: 0. For the calculated total energy, the calculation gives -17433.085 eV. The energy above the lowest of the compared OMol25 structures with the same formula, charge and spin is 135.39 kJ/mol.

Each line ends with the natural charge from an NBO analysis.
Cartesian coordinates (Å):
C -0.83241 2.43980 -0.21002  0.485
C 0.69568 -0.41569 -0.42117  -0.181
C 1.21752 0.50824 0.72777  0.448
O -0.93845 3.52436 0.05718  -0.478
O -0.71943 -0.63654 -0.59472  -0.746
O 0.43466 1.17985 1.27605  -0.509
I -2.00625 -3.58760 0.47434  -0.199
H 1.13405 -0.07886 -1.29968  0.188
H 1.07675 -1.37411 -0.28005  0.199
H 2.34630 0.36494 0.81753  0.122
H -1.22236 0.31026 -0.55181  0.512
H -1.18605 -2.23465 0.00458  0.159


(2)
# C42H57BF6N4O3P2Ti

C42H57BF6N4O3P2Ti as an isolated structure in a non-equilibrium geometry (ωB97M-V/def2-TZVPD, OMol25).

As for the HOMO-LUMO gap (spin up / spin down): 5.00 / 7.42 eV. As for the spin multiplicity: 2. The LUMO energy (spin up / spin down) is 2.53 / 2.53 eV. As for the charge: -1. For the calculated total energy, the calculation gives -115264.111 eV. The energy above the lowest of the compared OMol25 structures with the same formula, charge and spin is 16.89 kJ/mol.

Each line ends with the Löwdin spin population.
Cartesian coordinates (Å):
Ti -0.24265 -0.32800 0.21045  0.172
O -2.07948 -0.76925 0.43568  0.053
C -2.54299 -1.99199 0.75987  0.065
C -3.80378 -2.08600 1.33647  0.000
C -4.33024 -3.29985 1.76079  0.101
C -3.58674 -4.46548 1.59221  -0.003
C -2.35610 -4.40369 0.97101  0.087
C -1.80180 -3.18965 0.50939  0.025
C -0.62115 -3.21650 -0.27973  0.310
N -0.10265 -2.06748 -0.76482  0.102
N 0.51852 -2.11985 -1.98045  -0.017
C 0.66067 -0.90071 -2.39654  0.039
O 0.31370 0.11276 -1.63503  0.001
C 1.16163 -0.67072 -3.77375  0.002
C 1.36735 0.61397 -4.26082  0.009
C 1.84111 0.81715 -5.55134  -0.001
C 2.11337 -0.26435 -6.37345  0.011
C 1.89770 -1.55450 -5.89704  0.000
C 1.42144 -1.75650 -4.61462  0.008
H -4.35737 -1.16613 1.47947  -0.002
H -5.30590 -3.32981 2.22902  0.008
H -3.97601 -5.41848 1.92944  -0.003
H -1.78938 -5.31274 0.80108  0.004
H -0.25326 -4.15906 -0.67292  0.018
H 1.16171 1.45690 -3.62080  0.001
H 1.99948 1.82730 -5.90958  0.000
H 2.48634 -0.10845 -7.37826  0.001
H 2.10100 -2.40791 -6.53246  0.000
H 1.25025 -2.75473 -4.23558  0.000
C 0.44878 3.39998 -2.01168  0.000
C -1.08749 3.35180 -2.08412  0.001
C -1.57795 4.80087 -2.17563  0.000
C -1.50209 2.59992 -3.35362  0.000
P -1.62484 2.32725 -0.59732  0.000
C -0.84440 3.31197 0.77604  0.000
N 0.48112 2.77686 1.01878  -0.001
B 0.94950 1.41432 0.81093  -0.006
N 2.32959 1.45718 1.27841  -0.001
C 3.30514 0.38560 1.39766  0.000
P 3.08711 -0.84606 0.02406  0.008
C 4.29134 -0.11423 -1.24698  0.003
C 5.72534 0.20621 -0.80799  0.001
C 4.37504 -1.03489 -2.46903  0.001
C 3.63733 1.22001 -1.64648  0.000
C 3.82256 -2.44411 0.66663  0.000
C 3.56760 -3.49889 -0.42352  0.000
C 3.01219 -2.85204 1.90239  0.001
C 5.30625 -2.43311 1.03764  0.000
C 2.62543 2.72958 1.74297  0.000
C 3.78219 3.24540 2.30149  0.000
C 3.80041 4.58995 2.67845  0.000
C 2.68153 5.39193 2.51300  0.000
C 1.50563 4.87359 1.96645  0.000
C 1.48693 3.54607 1.57921  0.000
C -3.47897 2.47755 -0.32664  0.000
C -4.12352 3.84246 -0.55741  0.000
C -3.78454 2.02214 1.10383  0.000
C -4.11763 1.43897 -1.26414  0.000
H 0.83283 3.69984 -2.99239  0.000
H 0.88286 2.44042 -1.74167  0.000
H 0.79032 4.13816 -1.28322  0.000
H -0.91092 5.34820 -2.84891  0.000
H -1.56152 5.32062 -1.21740  0.000
H -2.58312 4.87476 -2.58506  0.000
H -1.04372 3.07203 -4.22842  0.000
H -2.58373 2.62268 -3.49695  0.000
H -1.18121 1.55791 -3.32168  0.000
H -1.46152 3.25079 1.67412  0.000
H -0.76817 4.37057 0.50977  0.000
H 3.21397 -0.12161 2.36071  0.000
H 4.30521 0.81985 1.35770  0.000
H 6.34351 -0.68390 -0.70706  0.000
H 5.77710 0.76627 0.12569  0.000
H 6.18514 0.83484 -1.57790  0.000
H 5.11087 -1.82600 -2.31087  0.000
H 4.69224 -0.46068 -3.34470  0.000
H 3.42309 -1.50554 -2.70349  0.001
H 3.76456 1.97306 -0.86613  0.000
H 2.57001 1.11463 -1.82900  0.000
H 4.11068 1.59261 -2.56038  0.000
H 2.52462 -3.49155 -0.74713  0.000
H 3.79579 -4.49012 -0.01922  0.000
H 4.19066 -3.34729 -1.30341  0.000
H 1.94777 -2.62492 1.80402  0.001
H 3.38789 -2.35407 2.79375  0.000
H 3.12328 -3.92973 2.05397  0.000
H 5.94943 -2.43997 0.15803  0.000
H 5.53701 -3.33415 1.61635  0.000
H 5.57191 -1.57073 1.65275  0.000
H 4.65328 2.62223 2.45624  0.000
H 4.69854 5.00526 3.11759  0.000
H 2.71217 6.42885 2.82251  0.000
H 0.62735 5.49757 1.86154  0.000
H -3.62200 4.63991 -0.00588  0.000
H -5.16161 3.80394 -0.21105  0.000
H -4.14333 4.11269 -1.61161  0.000
H -3.46728 2.74636 1.85457  0.000
H -3.32053 1.06209 1.32212  0.000
H -4.86908 1.90630 1.19634  0.000
H -3.97095 1.68588 -2.31594  0.000
H -5.19570 1.40027 -1.07857  0.000
H -3.70008 0.44766 -1.08059  0.000
C -0.72902 -2.18735 3.92622  0.001
C -0.27105 -0.82649 3.39200  0.000
O 0.11163 -0.93158 2.08704  0.002
C -1.42448 0.21210 3.56577  0.000
F -2.61959 -0.31185 3.27732  0.000
F -1.24309 1.27132 2.76215  0.000
F -1.52562 0.69964 4.82052  0.000
C 0.90927 -0.32401 4.26712  0.000
F 0.66205 -0.40941 5.59067  0.000
F 1.24042 0.94761 4.00429  0.000
F 2.00410 -1.07202 4.05869  0.000
H -1.48502 -2.58014 3.24972  0.000
H -1.13963 -2.12219 4.93489  0.000
H 0.12440 -2.86405 3.92706  0.000


(3)
# C27H21N11O4SV

C27H21N11O4SV as an isolated structure (ωB97M-V/def2-TZVPD, OMol25).

As for the HOMO-LUMO gap (spin up / spin down): 6.96 / 7.02 eV. As for the spin multiplicity: 3. The LUMO energy (spin up / spin down) is -3.18 / -3.29 eV. As for the charge: +1. For the calculated total energy, the calculation gives -89439.918 eV. The energy above the lowest of the compared OMol25 structures with the same formula, charge and spin is 3.25 kJ/mol.

Each line ends with the Löwdin spin population.
Cartesian coordinates (Å):
V -0.11373 0.46672 0.52346  1.897
O 0.60538 2.19441 0.77448  0.014
C 0.02511 3.38263 0.88550  0.011
C 0.72450 4.41602 1.51770  -0.003
C 0.16854 5.67271 1.63290  0.008
C -1.09719 5.95145 1.11410  -0.001
C -1.79078 4.94837 0.47973  0.006
C -1.25597 3.65583 0.36020  0.002
C -2.03361 2.66170 -0.33148  0.029
N -1.70964 1.42134 -0.42076  -0.020
N -2.59219 0.61475 -1.14318  0.000
C -2.08266 -0.57213 -1.24225  -0.002
O -0.90344 -0.88168 -0.76529  0.014
C -2.86759 -1.64948 -1.89254  -0.001
C -4.23282 -1.49183 -2.11804  -0.001
C -4.96659 -2.52188 -2.68439  0.000
C -4.34608 -3.71468 -3.03333  -0.001
C -2.98273 -3.87294 -2.82184  0.000
C -2.24787 -2.84402 -2.25157  -0.001
H 1.70807 4.19835 1.91247  0.000
H 0.72676 6.45479 2.13159  0.000
H -1.52234 6.94056 1.20725  0.000
H -2.77200 5.14256 0.06257  0.000
H -2.95808 2.96951 -0.81592  0.000
H -4.70534 -0.55921 -1.84209  0.000
H -6.02706 -2.39414 -2.85637  0.000
H -4.92177 -4.51486 -3.47926  0.000
H -2.49206 -4.79164 -3.11664  0.000
H -1.17876 -2.94686 -2.11180  0.000
N 0.24114 -3.04060 0.58459  0.002
N -1.08554 -3.29513 0.93136  0.000
C -1.79835 -2.36751 1.58096  0.002
N -3.07607 -2.63189 1.83203  0.001
N -1.16004 -1.21330 1.86168  0.004
N -1.81148 -0.25298 2.54583  0.004
O -1.28352 0.86461 2.35571  0.001
O -2.75768 -0.41506 3.27827  0.007
H 0.27487 -2.60262 -0.33168  0.000
H 0.75918 -3.90672 0.62266  0.000
H -1.61386 -3.96465 0.38580  0.000
H -3.47464 -3.51834 1.57390  0.000
H -3.60894 -1.99080 2.39760  0.000
S 7.37961 -0.13041 -0.49142  0.000
N 6.49767 -0.36367 0.83700  0.000
C 5.23142 -0.21257 0.48675  0.000
C 4.09020 -0.34906 1.36997  0.000
C 4.18862 -0.68159 2.72187  0.005
C 3.03416 -0.78707 3.46326  0.000
C 1.81022 -0.55828 2.84192  0.006
N 1.70239 -0.23973 1.56130  0.000
C 2.82361 -0.13278 0.82601  0.003
C 2.65435 0.20717 -0.58300  0.002
N 1.39236 0.37938 -1.00593  -0.003
C 1.16857 0.66946 -2.27822  0.007
C 2.20020 0.81451 -3.20151  0.000
C 3.50164 0.64622 -2.78245  0.005
C 3.74441 0.32944 -1.44483  0.000
C 5.06405 0.11720 -0.88447  0.000
N 6.20707 0.20954 -1.54294  0.000
H 5.16437 -0.84830 3.15862  0.000
H 3.06063 -1.03905 4.51346  0.000
H 0.88537 -0.63367 3.39772  0.000
H 0.13193 0.79017 -2.56617  0.000
H 1.96820 1.06114 -4.22734  0.000
H 4.33582 0.75058 -3.46350  0.000


(4)
# C17H33BN3O6Pt

C17H33BN3O6Pt as an isolated structure in a non-equilibrium geometry (ωB97M-V/def2-TZVPD, OMol25).

As for the HOMO-LUMO gap: 8.24 eV. As for the spin multiplicity: 1. The LUMO energy is -2.65 eV. As for the charge: +1. For the calculated total energy, the calculation gives -38839.564 eV. The energy above the lowest of the compared OMol25 structures with the same formula, charge and spin is 95.40 kJ/mol.

Each line ends with the natural charge from an NBO analysis.
Cartesian coordinates (Å):
Pt -0.61113 0.48187 -0.47320  0.561
C -0.15475 -0.13317 -3.39697  -0.256
O -0.77817 -0.73814 -2.23582  -0.541
C -0.57650 -2.17576 -2.26011  -0.084
C -1.35973 -2.83266 -1.15381  -0.082
O -0.85747 -2.30063 0.04127  -0.545
C -1.59412 -2.67430 1.19041  -0.087
C -0.93434 -2.07477 2.40076  -0.083
O -0.97346 -0.66569 2.39633  -0.532
C -2.09587 -0.12096 3.04966  -0.248
H -0.57970 -0.58569 -4.29458  0.184
H 0.92314 -0.29164 -3.36084  0.219
H -0.37570 0.92750 -3.36666  0.209
H 0.48729 -2.37359 -2.14403  0.220
H -0.92102 -2.52963 -3.23297  0.192
H -1.23355 -3.92168 -1.19311  0.193
H -2.42924 -2.60378 -1.26128  0.171
H -1.60599 -3.76716 1.29351  0.181
H -2.63284 -2.32868 1.09864  0.169
H 0.11805 -2.36621 2.41387  0.202
H -1.41344 -2.48237 3.29883  0.180
H -2.14849 -0.44510 4.09452  0.178
H -3.03935 -0.38822 2.55574  0.159
H -1.97840 0.96027 3.02950  0.187
C -1.75032 4.33455 2.00801  -0.402
N -2.51084 3.63140 0.96798  -0.378
C -3.73778 4.04092 0.55192  0.124
C -4.42517 3.36181 -0.38765  -0.364
C -3.81180 2.20237 -0.94611  0.478
N -2.60253 1.81098 -0.55803  -0.624
C -1.96759 2.50509 0.40992  0.760
O -0.86124 2.08733 0.82804  -0.614
N -4.43356 1.47071 -1.87129  -0.737
H -2.23817 5.28211 2.21729  0.219
H -0.73693 4.50883 1.65922  0.242
H -1.70884 3.73103 2.91179  0.228
H -4.12446 4.93354 1.02343  0.236
H -5.40326 3.69404 -0.69992  0.247
H -5.32049 1.74594 -2.25278  0.415
H -3.93939 0.69882 -2.28882  0.418
C 3.05785 -2.55594 -0.17988  -0.639
C 3.24773 -1.13346 -0.69294  0.264
C 4.29727 -1.10427 -1.78582  -0.633
O 1.97538 -0.71855 -1.25301  -0.784
B 1.29340 -0.01929 -0.26579  0.925
O 2.09849 0.24722 0.80962  -0.738
C 3.45799 -0.09469 0.45261  0.234
C 4.12907 1.18668 -0.02585  -0.632
C 4.16645 -0.62926 1.68066  -0.625
H 2.75151 -3.19455 -1.00975  0.213
H 2.28152 -2.58969 0.58648  0.216
H 3.98329 -2.95604 0.23538  0.222
H 4.06337 -1.85816 -2.53865  0.218
H 5.28171 -1.33327 -1.37291  0.221
H 4.33909 -0.13147 -2.27260  0.222
H 3.61358 1.59346 -0.89771  0.213
H 5.17525 1.01629 -0.28147  0.218
H 4.08262 1.92445 0.77464  0.225
H 3.61552 -1.45318 2.13028  0.220
H 4.25496 0.16616 2.42020  0.226
H 5.17109 -0.97175 1.42383  0.216